(i)
DFT (ωB97M-V/def2-TZVPD) results for a cluster of 2 separate species, C3H5BrF2 in total.

Calculated values
- SMILES = C=C(F)CBr.F
- LUMO (eV) = 0.3
- frontier orbital gap (eV) = 10.631
- highest occupied orbital energy (eV) = -10.3

Positions of all 11 atoms, in Å:
C (-0.42010, 0.35709, -1.69210)
C (0.24683, -0.38557, -0.82120)
F (0.28974, -1.74274, -1.08176)
C (0.84741, 0.15797, 0.46532)
Br (2.89131, 0.09095, 0.47861)
H (-0.70129, 0.02784, -2.67024)
H (-0.33675, 1.41492, -1.56925)
H (0.47477, 1.20055, 0.46400)
H (0.59073, -0.27133, 1.49277)
F (-1.87836, -0.80199, 1.29773)
H (-1.63311, -1.55386, 0.72856)

These are the Löwdin partial charges, in e, on atoms 1 to 5: atom 1 (C): 0.084, atom 2 (C): -0.442, atom 3 (F): 0.001, atom 4 (C): -0.491, atom 5 (Br): 0.537


(ii)
DFT (ωB97M-V/def2-TZVPD) results for a cluster of 2 separate species, C3H5BrF2 in total.

Calculated values
- LUMO (eV) = 0.9
- frontier orbital gap (eV) = 10.153
- highest occupied orbital energy (eV) = -9.3

Positions of all 11 atoms, in Å:
C (-0.72658, 0.33276, 0.87319)
C (1.22116, -0.64134, -1.14194)
C (-0.50522, -0.85229, 0.03848)
F (-0.24522, -1.99782, 0.71855)
F (-1.45302, -1.19899, -0.81656)
Br (2.60004, -0.18467, 0.10748)
H (-1.57576, 0.99708, 0.58094)
H (-1.00408, 0.07094, 1.81546)
H (0.08419, 0.95979, 1.00718)
H (1.42844, -1.62886, -1.40012)
H (0.86680, 0.17113, -1.91072)

These are the Löwdin partial charges, in e, on atoms 1 to 5: atom 1 (C): -0.018, atom 2 (C): -0.493, atom 3 (C): -0.499, atom 4 (F): 0.052, atom 5 (F): 0.090


It is (ii) that is the least stable of them.


(i)
DFT (ωB97M-V/def2-TZVPD) results for a cluster of 2 separate species, C3H11N5 in total.

Calculated values
- total charge = +2
- LUMO (spin up / spin down) (eV) = -7.6 / -7.6
- frontier orbital gap (spin up / spin down) (eV) = 7.987 / 7.986
- highest occupied orbital energy (spin up / spin down) (eV) = -15.6 / -15.6

Positions of all 19 atoms, in Å:
C (-1.52186, 0.23145, -0.48054)
C (-0.58672, 1.17886, -0.29637)
C (-2.26622, 0.00906, 0.67667)
N (-1.61407, -0.46650, -1.67345)
N (0.21800, 2.01267, -0.01703)
N (-3.30281, -0.88275, 0.74721)
N (2.36580, 0.01507, 0.66581)
N (3.39865, -0.69525, 0.06792)
H (-1.93856, 0.58417, 1.53232)
H (-0.87487, -0.16019, -2.41858)
H (-2.38000, -1.08858, -1.86085)
H (0.16280, 2.97778, -0.10860)
H (3.53429, -1.54750, 0.71699)
H (-3.82749, -0.70485, 1.56695)
H (-3.69871, -1.53626, -0.01101)
H (2.64174, 0.14809, 1.67313)
H (2.18375, 0.97564, 0.22799)
H (3.20269, -0.90657, -0.91906)
H (4.30359, -0.14432, -0.08949)

These are the Löwdin partial charges, in e, on atoms 1 to 5: atom 1 (C): -0.328, atom 2 (C): -0.020, atom 3 (C): -0.011, atom 4 (N): 0.108, atom 5 (N): 0.266


(ii)
DFT (ωB97M-V/def2-TZVPD) results for the ion C3H11N5 with charge +2.

Calculated values
- total charge = +2
- LUMO (spin up / spin down) (eV) = -9.1 / -9.7
- frontier orbital gap (spin up / spin down) (eV) = 8.252 / 7.493
- highest occupied orbital energy (spin up / spin down) (eV) = -17.4 / -17.2

Positions of all 19 atoms, in Å:
C (1.01230, -1.14289, 1.36968)
C (0.39591, 1.11693, 1.51357)
C (-0.53845, 0.97393, -0.95971)
N (1.06127, -2.46686, 1.00606)
N (0.41923, -0.12289, 0.77553)
N (-1.26710, 0.48847, -2.20276)
N (1.74379, -3.16053, 1.78428)
N (-0.06439, -0.24387, -0.40023)
H (1.44689, -0.96519, 2.27509)
H (1.28728, 1.68953, 0.98603)
H (-0.45795, 1.59369, 1.35029)
H (0.64320, 0.99377, 2.65021)
H (-1.24683, 1.36931, -0.26350)
H (0.27905, 1.53518, -1.49151)
H (-0.94116, 1.04923, -3.02657)
H (-2.29120, 0.59970, -2.14067)
H (-1.21710, -0.56611, -2.33708)
H (1.59938, -4.14958, 1.59871)
H (0.55749, -2.84644, 0.23675)

These are the Löwdin partial charges, in e, on atoms 1 to 5: atom 1 (C): -0.014, atom 2 (C): 0.054, atom 3 (C): -0.142, atom 4 (N): 0.048, atom 5 (N): -0.171


It is (ii) that is the least stable of them.


(i)
DFT (ωB97M-V/def2-TZVPD) results for the molecule C4H8FN.

Calculated values
- SMILES = C/C=C(/F)CN
- LUMO (eV) = 1.1
- frontier orbital gap (eV) = 10.089
- highest occupied orbital energy (eV) = -9.0

Positions of all 14 atoms, in Å:
C (1.96378, -0.36732, -0.12817)
C (1.15817, 0.84867, -0.18444)
C (-0.11884, 0.85125, 0.14223)
F (-0.84557, 1.97828, -0.00151)
C (-0.95774, -0.36952, 0.39066)
N (-2.10823, -0.38549, -0.52290)
H (2.22758, -0.76914, -1.17157)
H (1.33357, -1.21164, 0.38609)
H (2.88668, -0.00818, 0.37225)
H (1.70966, 1.80629, -0.44210)
H (-1.31014, -0.42011, 1.49946)
H (-0.50448, -1.34098, 0.28860)
H (-2.80817, -1.11166, -0.20450)
H (-2.62626, 0.49954, -0.42410)

These are the Löwdin partial charges, in e, on atoms 1 to 5: atom 1 (C): -0.121, atom 2 (C): -0.137, atom 3 (C): -0.318, atom 4 (F): 0.042, atom 5 (C): -0.243


(ii)
DFT (ωB97M-V/def2-TZVPD) results for the molecule C4H8FN.

Calculated values
- SMILES = CN1C[C@@H]1CF
- LUMO (eV) = 1.2
- frontier orbital gap (eV) = 10.524
- highest occupied orbital energy (eV) = -9.4

Positions of all 14 atoms, in Å:
C (0.39217, 1.73831, 0.72254)
N (0.42373, 0.63744, -0.18197)
C (1.03981, -0.54116, 0.37828)
C (-0.40882, -0.52588, 0.00456)
C (-0.99840, -1.18514, -1.22577)
F (-1.48537, -2.45806, -1.01325)
H (0.05195, 1.44759, 1.79817)
H (-0.29590, 2.47075, 0.37900)
H (1.38968, 2.18720, 0.71668)
H (1.75978, -1.03715, -0.24944)
H (1.27424, -0.45300, 1.42230)
H (-1.12618, -0.43323, 0.84258)
H (-1.80474, -0.58334, -1.61978)
H (-0.21195, -1.26432, -1.97391)

These are the Löwdin partial charges, in e, on atoms 1 to 5: atom 1 (C): -0.119, atom 2 (N): -0.152, atom 3 (C): -0.102, atom 4 (C): -0.257, atom 5 (C): -0.171


It is (ii) that is the least stable of them.


(i)
DFT (ωB97M-V/def2-TZVPD) results for the molecule C7H12O.

Calculated values
- SMILES = C=C/C=C/CCCO
- LUMO (eV) = 0.9
- frontier orbital gap (eV) = 9.445
- highest occupied orbital energy (eV) = -8.5

Positions of all 20 atoms, in Å:
C (3.24519, -2.29762, 0.80457)
C (2.01371, -2.01834, 0.40081)
C (1.36083, -0.73412, 0.67272)
C (0.47376, -0.16557, -0.14819)
C (-0.03744, 1.21754, 0.01631)
C (-1.54676, 1.25255, 0.45065)
C (-2.48720, 1.27568, -0.73223)
O (-2.48866, -0.00272, -1.38351)
H (3.82282, -1.55009, 1.33841)
H (3.71107, -3.24970, 0.58030)
H (1.40585, -2.71632, -0.17304)
H (1.62797, -0.17994, 1.56195)
H (0.12805, -0.71262, -1.02210)
H (0.49440, 1.82883, 0.74003)
H (-0.02786, 1.77037, -0.91841)
H (-1.77496, 0.36371, 1.03690)
H (-1.75911, 2.18429, 0.97858)
H (-3.50353, 1.55338, -0.44099)
H (-2.10840, 2.02781, -1.43107)
H (-2.54975, 0.15288, -2.33166)

These are the Löwdin partial charges, in e, on atoms 1 to 5: atom 1 (C): -0.007, atom 2 (C): -0.197, atom 3 (C): -0.126, atom 4 (C): -0.118, atom 5 (C): -0.188


(ii)
DFT (ωB97M-V/def2-TZVPD) results for a structure of composition C7H12O.

Calculated values
- LUMO (eV) = 1.1
- frontier orbital gap (eV) = 9.350
- highest occupied orbital energy (eV) = -8.3

Positions of all 20 atoms, in Å:
C (1.25452, 2.21263, -0.13090)
C (1.30279, 0.78065, -0.47076)
C (-0.01721, -0.03189, -0.68002)
C (-0.51015, -1.21955, -1.33013)
C (-1.20981, -1.52400, 0.24301)
C (-1.24483, -0.38608, 1.28352)
C (0.58974, -0.04302, 0.49244)
H (1.67634, 2.90423, -0.95516)
H (0.14586, 2.41314, 0.14749)
H (2.01442, 2.67062, 0.62268)
H (2.21852, 0.55472, -0.79569)
H (-0.57915, 0.75107, -0.86705)
H (-0.98870, -1.22158, -2.30070)
H (0.33282, -1.92126, -1.43175)
H (-2.10273, -2.38536, 0.05287)
H (-0.40655, -2.22415, 0.82182)
H (-2.11488, 0.16958, 1.08448)
H (-1.62962, -1.13837, 2.04202)
H (1.39231, -0.85412, 0.71649)
O (-0.12370, 0.49274, 1.45533)

These are the Löwdin partial charges, in e, on atoms 1 to 5: atom 1 (C): -0.087, atom 2 (C): -0.185, atom 3 (C): -0.336, atom 4 (C): -0.032, atom 5 (C): -0.127


It is (ii) that is the least stable of them.


(i)
DFT (ωB97M-V/def2-TZVPD) results for a cluster of 2 separate species, C4H9NO4 in total.

Calculated values
- SMILES = CC/C=N/O.O=C(O)O
- LUMO (eV) = 0.5
- frontier orbital gap (eV) = 10.540
- highest occupied orbital energy (eV) = -10.1

Positions of all 18 atoms, in Å:
C (2.27455, 1.20658, 0.31809)
C (1.50178, 0.13964, -0.47567)
C (0.49280, -0.77490, 0.21495)
N (0.35936, -1.87771, -0.27047)
O (-0.48347, -2.72590, 0.52322)
H (1.69392, 1.60408, 1.22540)
H (3.27312, 1.03694, 0.73082)
H (2.49389, 2.16266, -0.25109)
H (0.96892, 0.68439, -1.25688)
H (2.19503, -0.50728, -1.09178)
H (-0.14429, -0.44536, 1.06029)
H (-0.63767, -3.58030, -0.04200)
O (-1.91201, 1.11930, 1.35875)
C (-2.20231, 0.82671, 0.22124)
O (-2.44480, 1.62269, -0.83466)
O (-2.39548, -0.44590, -0.22598)
H (-2.86564, 1.01936, -1.60504)
H (-2.16769, -1.06501, 0.40080)

These are the Löwdin partial charges, in e, on atoms 1 to 5: atom 1 (C): -0.123, atom 2 (C): -0.209, atom 3 (C): -0.207, atom 4 (N): -0.010, atom 5 (O): -0.106


(ii)
DFT (ωB97M-V/def2-TZVPD) results for a cluster of 2 separate species, C4H9NO4 in total.

Calculated values
- SMILES = O=CNCCOC=O.O
- LUMO (eV) = 0.4
- frontier orbital gap (eV) = 10.712
- highest occupied orbital energy (eV) = -10.3

Positions of all 18 atoms, in Å:
O (0.68502, -4.27965, 1.79534)
C (-0.03535, -3.54529, 2.48845)
N (-0.46683, -2.33812, 2.09758)
C (0.12340, -1.64587, 0.95341)
C (-0.05420, -0.10886, 1.04874)
O (0.56828, 0.49057, -0.06894)
C (-0.17689, 1.39899, -0.78869)
O (0.31247, 2.09134, -1.68790)
H (-0.47540, -3.75104, 3.49429)
H (-1.17556, -1.94859, 2.72407)
H (1.20355, -1.86561, 0.85127)
H (-0.40005, -2.12974, 0.10646)
H (-1.14112, 0.07776, 0.95266)
H (0.28607, 0.36174, 1.99119)
H (-1.22400, 1.47970, -0.43555)
O (0.84233, 5.09353, -5.49938)
H (0.86150, 4.72985, -4.58526)
H (0.26679, 5.88928, -5.43774)

These are the Löwdin partial charges, in e, on atoms 1 to 5: atom 1 (O): 0.001, atom 2 (C): -0.366, atom 3 (N): -0.004, atom 4 (C): -0.136, atom 5 (C): -0.187


It is (i) that is the least stable of them.


(i)
DFT (ωB97M-V/def2-TZVPD) results for a cluster of 2 separate species, C4H13N3 in total.

Calculated values
- LUMO (eV) = -3.1
- frontier orbital gap (eV) = 4.218
- highest occupied orbital energy (eV) = -7.3

Positions of all 20 atoms, in Å:
C (1.34613, 1.17280, 0.06738)
C (0.56847, 0.11681, 0.88535)
C (0.25177, -1.17569, 0.03999)
N (1.39945, -1.62130, -0.61539)
N (2.79809, 0.86136, 0.13463)
C (-2.66959, 0.43945, -0.48475)
N (-2.20971, -0.50031, 0.52737)
H (1.19457, 2.20147, 0.39028)
H (0.93998, 1.07563, -0.95234)
H (-0.36733, 0.60079, 1.11670)
H (1.10257, -0.11865, 1.80641)
H (-0.44562, -0.74915, -0.72453)
H (-0.30654, -1.93166, 0.56592)
H (2.78582, -0.16377, 0.03973)
H (1.51788, -2.63226, -0.52645)
H (3.26752, 1.16916, -0.71227)
H (-1.79122, 0.58952, -1.12944)
H (-2.95765, 1.48939, -0.29593)
H (-3.38691, -0.01246, -1.17921)
H (-3.03768, -0.81113, 1.04655)

These are the Löwdin partial charges, in e, on atoms 1 to 5: atom 1 (C): -0.285, atom 2 (C): -0.169, atom 3 (C): -0.339, atom 4 (N): 0.128, atom 5 (N): -0.022


(ii)
DFT (ωB97M-V/def2-TZVPD) results for the molecule C4H13N3.

Calculated values
- SMILES = C[C@H](N)CNCN
- LUMO (eV) = 1.0
- frontier orbital gap (eV) = 8.846
- highest occupied orbital energy (eV) = -7.8

Positions of all 20 atoms, in Å:
C (-1.82323, 1.36097, -0.55322)
C (-0.90930, 0.14274, -0.57140)
N (-1.68746, -1.05012, -0.86021)
C (-0.19168, 0.06769, 1.11290)
N (0.85924, -0.88388, 1.13377)
C (1.80871, -0.71613, 0.05833)
N (2.41114, 0.59415, 0.14232)
H (-2.52115, 1.30140, 0.28007)
H (-2.39217, 1.42539, -1.48313)
H (-1.23489, 2.27072, -0.45488)
H (-0.23752, 0.28918, -1.42444)
H (-2.37865, -1.20745, -0.13437)
H (-1.09495, -1.87281, -0.90395)
H (-0.97097, -0.19605, 1.82568)
H (0.22748, 1.06082, 1.24747)
H (0.50944, -1.83747, 1.14743)
H (2.52285, -1.55533, 0.11675)
H (1.15286, -0.68273, -0.89263)
H (3.05577, 0.64795, 0.92866)
H (2.89447, 0.84098, -0.71513)

These are the Löwdin partial charges, in e, on atoms 1 to 5: atom 1 (C): -0.107, atom 2 (C): -0.393, atom 3 (N): 0.011, atom 4 (C): -0.145, atom 5 (N): -0.118


It is (i) that is the least stable of them.